A molecular structure, C3H7NO2 at a distorted geometry, computed with ωB97M-V/def2-TZVPD.

Cartesian coordinates (Å):
H 1.64 0.64 1.87
H -2.01 0.95 -1.52
O -0.88 -0.65 -1.49
O 1.28 0.35 -0.17
H 1.00 -1.69 -0.68
C 0.58 -0.81 -0.22
H 0.26 1.57 1.21
H 0.25 -1.43 1.87
C -0.02 -0.66 1.15
C 0.81 0.63 1.16
H -0.76 0.93 -2.64
H -1.10 -0.52 1.15
N -1.05 0.69 -1.69

Values from the calculation:
* ΔE to the lowest compared entry with this formula, charge and spin: 120.92 kcal per mole
* maximum force: 3.1 eV/A
* E_HOMO: -7.903 eV
* frontier orbital gap: 8.9 eV

natural (NBO) analysis output, partial charges in e: 0.180, 0.330, -0.522, -0.462, 0.188, 0.396, 0.193, 0.222, -0.499, -0.054, 0.331, 0.243, -0.546

2 unconnected molecules or ions with the total composition C3H7NO2 at a distorted geometry, computed with ωB97M-V/def2-TZVPD.

Cartesian coordinates (Å):
N 0.04 -0.96 0.64
C -1.13 -0.07 0.40
H -1.96 -0.76 -1.55
O 2.20 0.07 -1.26
C 2.00 0.99 -0.47
H 0.34 -1.16 -0.29
H -0.04 -1.73 1.36
H -1.52 0.37 1.26
O 1.75 0.92 0.87
H -3.07 0.36 -0.53
C -2.04 -0.14 -0.69
H 2.19 2.06 -0.80
H 1.25 0.05 1.06

Values from the calculation:
* ΔE to the lowest compared entry with this formula, charge and spin: 61.03 kcal per mole
* maximum force: 5.2 eV/A
* E_HOMO: -9.325 eV
* frontier orbital gap: 10.1 eV

natural (NBO) analysis output, partial charges in e: -0.895, -0.015, 0.200, -0.620, 0.645, 0.407, 0.412, 0.183, -0.722, 0.215, -0.423, 0.111, 0.502

C3H7NO2 in the gas phase, computed with ωB97M-V/def2-TZVPD.

Cartesian coordinates (Å):
C -0.50 -0.94 0.43
H 0.06 -1.80 0.06
C 0.04 0.31 -0.29
H -0.48 0.38 -1.25
H -2.36 -0.39 0.43
H 1.94 1.23 -0.84
H 1.86 -0.52 -1.09
H -0.29 -0.85 1.51
O -1.54 1.78 0.31
C 1.55 0.30 -0.42
H 2.04 0.13 0.55
O -1.85 -1.18 0.18
N -0.39 1.48 0.52

Values from the calculation:
* ΔE to the lowest compared entry with this formula, charge and spin: 80.51 kcal per mole
* maximum force: 0.6 eV/A
* E_HOMO: -9.332 eV
* frontier orbital gap: 9.1 eV

natural (NBO) analysis output, partial charges in e: -0.061, 0.194, -0.193, 0.215, 0.475, 0.224, 0.221, 0.170, -0.301, -0.621, 0.218, -0.705, 0.164

C3H7NO2 in the gas phase at a distorted geometry, computed with ωB97M-V/def2-TZVPD.

Cartesian coordinates (Å):
H 1.11 -1.31 0.85
H 0.65 0.79 -0.88
H -1.42 -1.65 -0.88
H -1.95 0.20 -1.19
N 1.19 -1.04 -0.20
H 1.96 -0.40 -0.16
C -0.11 0.54 1.04
O 0.68 1.69 1.17
H -0.67 -0.43 -2.17
O -0.86 0.21 1.90
C -1.01 -0.56 -1.21
C 0.04 -0.07 -0.31
H 0.39 2.04 2.04

Values from the calculation:
* ΔE to the lowest compared entry with this formula, charge and spin: 46.32 kcal per mole
* maximum force: 6.2 eV/A
* E_HOMO: -10.297 eV
* frontier orbital gap: 11.0 eV

natural (NBO) analysis output, partial charges in e: 0.344, 0.197, 0.228, 0.213, -0.773, 0.353, 0.767, -0.703, 0.224, -0.573, -0.596, -0.174, 0.494

C3H7NO2 in the gas phase at a distorted geometry, computed with ωB97M-V/def2-TZVPD.

Cartesian coordinates (Å):
O -1.97 -0.23 -0.05
C 0.87 0.77 0.31
C 0.30 -0.55 0.78
H -1.22 -2.02 0.45
H -0.54 -1.38 -1.04
N 0.70 1.25 -0.95
C -0.87 -1.11 -0.02
H -1.67 0.60 -0.46
H 0.00 -0.36 1.81
H 1.13 -1.27 0.80
H 0.50 0.72 -1.80
H 1.28 2.08 -0.90
O 1.48 1.50 1.07

Values from the calculation:
* ΔE to the lowest compared entry with this formula, charge and spin: 20.35 kcal per mole
* maximum force: 1.4 eV/A
* E_HOMO: -10.086 eV
* frontier orbital gap: 10.8 eV

natural (NBO) analysis output, partial charges in e: -0.711, 0.670, -0.535, 0.193, 0.147, -0.864, -0.062, 0.469, 0.248, 0.241, 0.403, 0.420, -0.619

A molecular structure, C3H7NO2P at a distorted geometry, computed with ωB97M-V/def2-TZVPD.

Cartesian coordinates (Å):
N -0.85 -0.43 0.07
H 1.88 2.34 -0.36
C 0.55 -0.68 0.01
H 0.72 -1.49 -0.61
C -2.16 -1.09 0.03
H -2.64 -1.24 0.95
H -2.07 -1.95 -0.48
O -2.74 0.11 -0.53
H 1.02 -0.86 0.95
H 2.92 1.06 -0.14
C 1.93 1.36 0.14
O 1.06 0.46 -0.59
P -1.35 0.97 -0.61
H 1.72 1.43 1.18

Values from the calculation:
* ΔE to the lowest compared entry with this formula, charge and spin: 36.37 kcal per mole
* maximum force: 4.0 eV/A
* E_HOMO: -15.264 eV
* frontier orbital gap: 9.5 eV
* charge: +1

natural (NBO) analysis output, partial charges in e: -0.703, 0.219, 0.105, 0.198, 0.125, 0.226, 0.215, -0.724, 0.202, 0.214, -0.266, -0.547, 1.538, 0.197

2 unconnected molecules or ions with the total composition C3H7NO2S at a distorted geometry, computed with ωB97M-V/def2-TZVPD.

Cartesian coordinates (Å):
H 2.61 0.48 -1.80
H 1.85 1.43 -0.28
H -1.75 1.43 -0.52
H -2.55 -2.29 0.38
H -0.40 0.34 -0.62
O -3.15 -0.23 1.21
C -2.19 -0.43 0.47
H -0.75 1.07 0.84
C -1.24 0.52 0.01
H 3.52 0.70 -0.16
S 1.15 -1.17 1.01
N 2.22 -0.69 -0.08
C 2.53 0.57 -0.63
O -1.86 -1.73 0.16

Values from the calculation:
* ΔE to the lowest compared entry with this formula, charge and spin: 78.95 kcal per mole
* maximum force: 6.0 eV/A
* E_HOMO (spin up / spin down): -8.295 / -8.297 eV
* frontier orbital gap (spin up / spin down): 7.2 / 7.2 eV

natural (NBO) analysis output, partial charges in e: 0.236, 0.175, 0.253, 0.492, 0.243, -0.583, 0.772, 0.271, -0.767, 0.247, 0.339, -0.519, -0.470, -0.689

C3H7NO2S in the gas phase at a distorted geometry, computed with ωB97M-V/def2-TZVPD.

Cartesian coordinates (Å):
S -0.05 -0.61 -1.72
O -1.50 0.22 -1.89
H 1.61 -0.80 1.55
C -0.09 -0.61 0.15
N -0.77 0.49 0.78
H 0.80 2.01 0.71
H 0.49 1.27 2.30
H 2.04 0.01 0.03
H -1.40 1.02 0.20
H -2.06 -0.21 -2.54
C 0.49 1.09 1.22
H -0.52 -1.75 0.61
C 1.24 -0.17 0.75
O -0.27 -1.97 -2.15

Values from the calculation:
* ΔE to the lowest compared entry with this formula, charge and spin: 74.37 kcal per mole
* maximum force: 4.0 eV/A
* E_HOMO: -8.755 eV
* frontier orbital gap: 9.5 eV

natural (NBO) analysis output, partial charges in e: 1.472, -0.927, 0.224, -0.241, -0.624, 0.181, 0.187, 0.213, 0.388, 0.506, -0.210, 0.209, -0.442, -0.937

2 unconnected molecules or ions with the total composition C3H7NO2S at a distorted geometry, computed with ωB97M-V/def2-TZVPD.

Cartesian coordinates (Å):
C 1.55 -1.84 0.15
H 0.20 -0.70 -1.14
H 1.03 -2.56 0.81
S 1.32 0.98 0.28
C 0.00 2.04 -0.56
O -2.99 0.92 1.58
H 0.20 3.11 -0.29
H 1.91 -2.49 -0.63
H 2.31 -1.53 0.75
N -3.17 -0.10 0.86
H 0.07 1.65 -1.59
C 0.83 -0.61 -0.26
H -0.90 1.84 -0.12
O -2.37 -0.71 0.17

Values from the calculation:
* ΔE to the lowest compared entry with this formula, charge and spin: 85.50 kcal per mole
* maximum force: 4.4 eV/A
* ⟨S²⟩: 2.010
* 2S+1: 3
* E_HOMO (spin up / spin down): -6.712 / -9.469 eV
* frontier orbital gap (spin up / spin down): 6.1 / 6.9 eV

natural (NBO) analysis output, partial charges in e: -0.666, 0.185, 0.214, 0.246, -0.689, -0.271, 0.234, 0.216, 0.210, 0.500, 0.226, -0.381, 0.203, -0.227

A molecular structure, C3H7NO2S2 at a distorted geometry, computed with ωB97M-V/def2-TZVPD.

Cartesian coordinates (Å):
H 0.89 1.20 2.09
O -0.01 -1.92 1.10
C 0.56 -0.51 -0.90
H 0.62 1.70 0.36
O 2.85 0.58 -0.62
H -1.16 0.20 1.88
H -0.41 -3.13 1.04
H 0.91 0.31 -1.72
H 0.61 -1.45 -1.29
C 0.63 0.91 1.09
S 2.26 1.75 -1.49
N -0.74 0.37 0.93
H -1.71 -0.79 -0.62
C -0.70 -0.62 -0.03
S 1.85 -0.28 0.36

Values from the calculation:
* ΔE to the lowest compared entry with this formula, charge and spin: 174.84 kcal per mole
* maximum force: 6.0 eV/A
* E_HOMO: -7.112 eV
* frontier orbital gap: 7.2 eV

natural (NBO) analysis output, partial charges in e: 0.233, -0.944, -0.682, 0.265, -0.800, 0.418, 0.472, 0.289, 0.242, -0.416, -0.137, -0.609, 0.243, 0.279, 1.146

2 unconnected molecules or ions with the total composition C3H7NO2Se at a distorted geometry, computed with ωB97M-V/def2-TZVPD.

Cartesian coordinates (Å):
O 0.77 0.91 -0.36
H 0.49 -1.10 0.85
H -2.83 2.07 0.54
C 1.34 -1.29 0.25
H -2.21 0.87 -1.52
H -1.01 1.48 0.70
H -2.34 0.63 1.74
C 1.56 -0.04 -0.55
H 2.55 0.74 -2.04
Se -2.31 -0.21 -0.56
C -2.04 1.23 0.85
O 2.51 -0.04 -1.40
N 2.04 -2.30 0.43
H 1.49 -2.96 1.09

Values from the calculation:
* ΔE to the lowest compared entry with this formula, charge and spin: 22.98 kcal per mole
* maximum force: 4.1 eV/A
* E_HOMO: -8.436 eV
* frontier orbital gap: 8.6 eV

natural (NBO) analysis output, partial charges in e: -0.614, 0.167, 0.226, 0.019, 0.076, 0.247, 0.218, 0.730, 0.516, -0.028, -0.739, -0.639, -0.528, 0.348

C3H7NO3 in the gas phase at a distorted geometry, computed with ωB97M-V/def2-TZVPD.

Cartesian coordinates (Å):
H 2.62 -1.35 0.08
H -0.85 1.00 -1.05
H -2.14 -0.22 0.62
C 1.24 -0.01 0.00
O 2.14 0.88 -0.33
H 0.04 0.96 1.74
H -1.37 -1.62 -1.32
C -0.10 0.55 0.63
C -1.17 -0.50 0.42
H 0.47 2.16 -0.74
O -0.88 -0.68 -0.88
O 1.57 -1.41 0.06
N -0.47 1.74 -0.19
H -1.08 -1.50 0.98

Values from the calculation:
* ΔE to the lowest compared entry with this formula, charge and spin: 110.11 kcal per mole
* maximum force: 9.2 eV/A
* E_HOMO: -9.611 eV
* frontier orbital gap: 9.8 eV

natural (NBO) analysis output, partial charges in e: 0.505, 0.373, 0.181, 0.790, -0.622, 0.233, 0.501, -0.178, -0.078, 0.396, -0.728, -0.703, -0.844, 0.173

C3H7NO3 in the gas phase at a distorted geometry, computed with ωB97M-V/def2-TZVPD.

Cartesian coordinates (Å):
H 0.85 0.17 2.26
H 1.33 -1.59 2.56
C -1.52 -0.42 -1.17
H -1.26 -1.50 -1.20
H -0.20 2.28 -0.92
C 1.32 -0.72 1.71
H -2.41 -0.14 -0.55
O 0.61 -0.88 0.48
H 2.23 -0.52 1.38
O -0.67 1.68 -1.47
O 1.25 1.30 0.26
C 0.61 0.28 -0.06
N -0.37 0.43 -1.02
H -1.78 -0.35 -2.26

Values from the calculation:
* ΔE to the lowest compared entry with this formula, charge and spin: 94.72 kcal per mole
* maximum force: 6.2 eV/A
* E_HOMO: -8.880 eV
* frontier orbital gap: 9.7 eV

natural (NBO) analysis output, partial charges in e: 0.200, 0.201, -0.443, 0.230, 0.491, -0.249, 0.199, -0.482, 0.187, -0.542, -0.685, 0.842, -0.164, 0.215

C3H7NO3 in the gas phase at a distorted geometry, computed with ωB97M-V/def2-TZVPD.

Cartesian coordinates (Å):
H 1.88 1.66 0.12
H 0.47 1.74 1.27
H 0.81 -1.69 -0.79
C 1.21 1.07 0.81
N -1.82 -0.94 0.52
O 0.83 -1.29 0.05
H -0.20 1.37 -1.71
H -2.88 -0.89 0.25
C 0.18 0.31 -1.55
H -1.62 -1.41 1.46
O -1.21 0.24 0.37
C 0.47 0.04 -0.02
O 0.07 -0.64 -2.29
H 1.81 0.43 1.52

Values from the calculation:
* ΔE to the lowest compared entry with this formula, charge and spin: 111.29 kcal per mole
* maximum force: 4.3 eV/A
* E_HOMO: -8.279 eV
* frontier orbital gap: 9.0 eV

natural (NBO) analysis output, partial charges in e: 0.227, 0.252, 0.504, -0.679, -0.546, -0.683, 0.136, 0.363, 0.391, 0.343, -0.452, 0.436, -0.538, 0.247

C3H7NO3 in the gas phase at a distorted geometry, computed with ωB97M-V/def2-TZVPD.

Cartesian coordinates (Å):
N 0.00 0.82 -0.53
H -2.44 1.34 1.22
H 2.11 0.14 0.97
H 2.12 -1.56 0.49
O -1.52 1.07 1.27
C 2.00 -0.54 0.13
H 0.44 -1.04 -1.34
H 0.45 1.58 -0.04
O -0.69 -0.94 0.51
C 0.64 -0.41 -0.48
H -2.38 -0.63 -1.05
C -1.21 0.28 0.18
H 2.76 -0.36 -0.63
O -2.29 0.26 -0.70

Values from the calculation:
* ΔE to the lowest compared entry with this formula, charge and spin: 57.85 kcal per mole
* maximum force: 2.5 eV/A
* E_HOMO: -9.505 eV
* frontier orbital gap: 10.4 eV

natural (NBO) analysis output, partial charges in e: -0.697, 0.493, 0.224, 0.243, -0.714, -0.670, 0.176, 0.376, -0.609, 0.318, 0.491, 0.862, 0.236, -0.730

2 unconnected molecules or ions with the total composition C3H7NO3 at a distorted geometry, computed with ωB97M-V/def2-TZVPD.

Cartesian coordinates (Å):
H -1.38 -1.97 1.87
H -0.47 1.84 -2.51
O 0.44 -1.95 0.13
C 0.07 -0.91 0.87
N -0.48 1.24 -1.73
C -1.41 0.66 -1.11
H 1.31 -1.58 -0.22
O -0.95 -1.11 1.70
H 1.06 0.59 -1.06
H 1.58 0.41 1.69
H 0.23 1.22 0.94
O 1.67 0.38 -0.23
C 0.87 0.38 0.89
H -2.57 0.82 -1.24

Values from the calculation:
* ΔE to the lowest compared entry with this formula, charge and spin: 144.91 kcal per mole
* maximum force: 3.7 eV/A
* E_HOMO (spin up / spin down): -5.866 / -5.859 eV
* frontier orbital gap (spin up / spin down): 6.1 / 6.1 eV

natural (NBO) analysis output, partial charges in e: 0.525, 0.335, -0.622, 0.786, -0.833, -0.182, 0.525, -0.649, 0.523, 0.192, 0.232, -0.767, -0.161, 0.096

C3H7NO3 in the gas phase at a distorted geometry, computed with ωB97M-V/def2-TZVPD.

Cartesian coordinates (Å):
H -0.76 0.94 -0.59
H -0.29 -0.83 1.60
H 1.26 0.80 -1.81
H 1.14 0.21 1.60
C 0.11 0.12 1.24
O 0.37 -2.03 -1.03
H 1.69 1.37 -0.37
C 0.03 0.24 -0.30
O -0.66 1.12 1.94
N 1.35 0.57 -0.82
H -1.94 -2.06 -1.43
O -1.72 -1.24 -0.99
C -0.39 -1.14 -0.80
H -0.19 1.94 1.75

Values from the calculation:
* ΔE to the lowest compared entry with this formula, charge and spin: 34.79 kcal per mole
* maximum force: 1.8 eV/A
* E_HOMO: -9.989 eV
* frontier orbital gap: 10.6 eV

natural (NBO) analysis output, partial charges in e: 0.203, 0.194, 0.359, 0.182, -0.065, -0.576, 0.351, -0.194, -0.705, -0.797, 0.499, -0.685, 0.779, 0.455

A molecular structure, C3H7NO3 at a distorted geometry, computed with ωB97M-V/def2-TZVPD.

Cartesian coordinates (Å):
O -2.91 0.11 -0.13
C 2.00 1.05 0.18
H -3.73 -0.41 -0.05
H 1.98 1.55 1.14
H -0.56 1.35 -0.01
H -0.04 0.26 -1.43
H 2.83 0.38 0.03
O -1.96 -1.91 0.09
H 0.85 -2.09 0.72
O 1.03 -1.46 0.01
N 0.59 -0.26 0.53
C -1.84 -0.72 -0.06
C -0.18 0.40 -0.36
H 1.94 1.75 -0.66

Values from the calculation:
* ΔE to the lowest compared entry with this formula, charge and spin: 148.12 kcal per mole
* maximum force: 6.2 eV/A
* E_HOMO: -8.246 eV
* frontier orbital gap: 8.9 eV

natural (NBO) analysis output, partial charges in e: -0.720, -0.476, 0.479, 0.205, 0.227, 0.202, 0.207, -0.624, 0.489, -0.569, -0.111, 0.727, -0.233, 0.197

C3H7NO3 in the gas phase at a distorted geometry, computed with ωB97M-V/def2-TZVPD.

Cartesian coordinates (Å):
H -0.51 1.38 1.73
H -0.59 1.44 -1.36
H -1.37 -0.69 0.34
N -1.01 1.20 0.88
C -0.51 0.00 0.20
H 2.16 0.27 1.99
O 1.46 0.49 1.38
O 1.39 -1.51 0.38
C 0.83 -0.51 0.74
C -0.52 0.35 -1.40
H -2.36 -0.33 -1.97
H -1.04 2.07 0.37
H 0.47 0.10 -1.78
O -1.40 -0.39 -2.11

Values from the calculation:
* ΔE to the lowest compared entry with this formula, charge and spin: 50.75 kcal per mole
* maximum force: 3.1 eV/A
* E_HOMO: -9.235 eV
* frontier orbital gap: 9.9 eV

natural (NBO) analysis output, partial charges in e: 0.373, 0.150, 0.220, -0.853, -0.196, 0.506, -0.715, -0.560, 0.774, -0.021, 0.487, 0.359, 0.189, -0.713

C3H7NO3S in the gas phase at a distorted geometry, computed with ωB97M-V/def2-TZVPD.

Cartesian coordinates (Å):
O -0.09 -2.98 -1.09
C -0.25 0.49 1.35
C 0.99 -1.23 0.55
S -0.34 -2.66 0.55
H -1.68 0.42 -0.32
H -0.16 -2.12 -1.64
H 0.86 0.12 -1.62
H -0.96 -0.21 1.85
C -0.66 0.64 -0.21
H -0.35 1.71 -0.46
H -0.05 1.46 1.96
O 0.99 -0.25 1.44
H 1.98 -1.77 0.30
N 0.13 -0.27 -1.05
O -1.57 -2.02 0.85

Values from the calculation:
* ΔE to the lowest compared entry with this formula, charge and spin: 80.21 kcal per mole
* maximum force: 4.0 eV/A
* E_HOMO: -8.963 eV
* frontier orbital gap: 9.5 eV

natural (NBO) analysis output, partial charges in e: -0.915, -0.106, 0.079, 1.473, 0.218, 0.528, 0.362, 0.219, -0.268, 0.192, 0.206, -0.493, 0.215, -0.759, -0.951